Entry from the OMol25 dataset: C14H37N3Si2 as an isolated structure (ωB97M-V/def2-TZVPD).

The spin multiplicity is 1. The charge is 0. The total energy comes out at -1298.851762 hartree.

CARTESIAN COORDINATES (ANGSTROEM)
C 0.906 -4.379 -0.242
C 1.788 -3.716 0.814
C 3.198 -3.400 0.293
N 3.453 -2.016 -0.096
C 3.349 -1.033 0.955
C 2.166 -0.089 0.784
C 1.986 0.835 1.984
N 3.201 0.823 2.878
C 4.543 0.831 2.187
C 4.598 -0.147 1.007
H 1.302 -5.348 -0.533
H 0.817 -3.735 -1.117
H -0.106 -4.508 0.138
H 1.873 -4.381 1.676
H 1.284 -2.810 1.153
H 3.939 -3.656 1.053
H 3.420 -4.025 -0.571
H 2.885 -1.753 -0.891
H 3.254 -1.554 1.919
H 1.246 -0.619 0.558
H 2.392 0.543 -0.076
H 1.757 1.854 1.686
H 1.147 0.509 2.596
H 3.150 1.648 3.471
H 3.143 0.026 3.507
H 5.268 0.546 2.947
H 4.771 1.857 1.914
H 5.493 -0.758 1.049
H 4.603 0.416 0.075
C -6.014 0.310 -0.606
Si -4.483 1.394 -0.843
C -4.291 2.367 0.782
C -4.955 2.675 -2.161
N -3.173 0.433 -1.235
Si -1.622 0.917 -1.531
C -0.778 1.762 -0.039
C -1.371 2.075 -3.010
C -0.529 -0.608 -1.868
H -6.899 0.902 -0.347
H -6.230 -0.239 -1.525
H -5.845 -0.417 0.193
H -5.245 2.791 1.112
H -3.587 3.198 0.674
H -3.923 1.707 1.572
H -4.998 2.201 -3.144
H -4.232 3.494 -2.208
H -5.936 3.118 -1.957
H -1.158 2.772 0.129
H 0.309 1.842 -0.205
H -0.953 1.172 0.867
H -1.903 1.682 -3.877
H -0.313 2.179 -3.281
H -1.753 3.078 -2.801
H -0.896 -1.144 -2.745
H -0.565 -1.290 -1.012
H 0.520 -0.332 -2.053

Forces on the atoms, in the same order (eV/Å):
C -0.1 0.4 0.2
C -0.1 -0.3 -0.2
C 0.0 0.2 0.3
N 0.1 0.0 -0.2
C -0.1 0.0 0.2
C 0.2 0.3 -0.2
C -0.7 -0.3 -0.2
N 0.0 0.5 0.0
C 0.4 -0.3 0.1
C -0.3 0.1 0.0
H 0.0 -0.1 -0.1
H 0.1 -0.1 -0.1
H 0.0 -0.1 0.0
H -0.1 0.0 0.1
H 0.1 0.1 0.1
H 0.1 0.0 0.0
H 0.0 -0.1 -0.1
H -0.1 0.0 0.0
H 0.0 -0.2 0.0
H -0.1 0.0 0.1
H -0.2 -0.1 -0.2
H 0.2 0.1 0.0
H 0.0 0.0 0.2
H 0.0 0.0 0.1
H 0.0 -0.2 -0.1
H 0.0 0.0 0.1
H -0.2 0.1 -0.1
H 0.1 0.0 0.0
H 0.2 0.0 -0.1
C -0.1 0.2 0.1
Si 0.1 -0.5 -0.1
C -0.2 0.1 0.0
C -0.1 0.1 0.1
N 0.1 0.5 0.1
Si -0.6 -0.5 0.0
C 0.6 0.1 0.0
C 0.4 0.0 0.1
C 0.3 0.2 0.0
H 0.0 0.0 0.0
H 0.0 0.0 0.0
H 0.0 0.0 0.0
H 0.0 0.0 0.0
H 0.0 0.0 0.0
H 0.0 0.0 0.0
H 0.0 0.0 0.0
H 0.0 0.0 0.0
H 0.0 0.0 0.0
H -0.1 0.0 0.0
H -0.1 0.1 0.0
H -0.1 0.0 0.0
H 0.0 0.0 0.0
H 0.0 0.0 0.0
H -0.1 0.0 0.0
H 0.0 0.0 0.0
H -0.1 0.0 0.0
H 0.0 -0.1 0.0

=====

Entry from the OMol25 dataset: a 2-piece molecular cluster, C4H9O2S overall (ωB97M-V/def2-TZVPD).

The value obtained for the relative energy (zero: lowest compared OMol25 entry of this formula, charge and spin) is 5.519 eV. The spin multiplicity is 1. The charge is -1. The total energy comes out at -706.345158 hartree.

CARTESIAN COORDINATES (ANGSTROEM)
C -1.470 -0.742 0.152
C -1.276 -0.475 1.622
C -1.825 0.445 -0.560
C 2.102 -0.839 -1.013
O 0.708 1.445 -0.964
O 2.615 1.282 0.591
S 1.426 0.590 0.107
H -1.283 0.626 1.957
H -2.332 -0.719 2.001
H -0.472 -1.038 2.084
H -2.085 1.339 -0.088
H -2.424 0.455 -1.414
H -0.631 0.775 -0.835
H 2.216 -1.749 -0.473
H 1.679 -0.929 -1.951
H 3.052 -0.466 -1.216

Forces on the atoms, in the same order (eV/Å):
C -0.3 0.8 0.0
C -1.9 1.5 0.1
C 1.5 -1.2 0.7
C 0.1 1.6 2.1
O 0.3 -0.6 0.4
O 1.3 0.4 0.3
S -1.3 -1.0 -1.5
H 0.6 -1.0 -0.6
H 1.3 -0.5 -0.2
H -0.3 -0.2 0.3
H -0.4 1.7 1.8
H -0.4 -0.8 -2.0
H -0.8 -0.2 0.0
H -0.3 -0.8 0.5
H -1.7 -0.3 -1.6
H 2.1 0.7 -0.2